(1)
Entry from the Open Molecules 2025 dataset: a structure of composition C3H4O2Tb at a distorted geometry (ωB97M-V with the def2-TZVPD basis set).

The geometry in XYZ format:
```
10
Properties=species:S:1:pos:R:3
C 0.938 -1.076 -0.266
C -0.320 -1.102 -0.696
O -1.097 0.081 -0.698
C -1.887 0.312 0.319
O -1.343 1.317 0.972
H 1.258 -2.082 0.042
H -0.920 -1.970 -0.989
H -1.900 1.537 1.727
Tb 2.342 0.742 0.323
H 2.929 2.239 -0.734
```

## Properties
<S²> ... 12.671
Strongest force on any atom ... 2.4 eV/Å
Energy above the lowest of the compared OMol25 structures with the same formula, charge and spin ... 4.5652 eV
Multiplicity ... 7
Total charge ... +1
HOMO-LUMO gap (alpha / beta) ... 6.574 / 4.515 eV

***

(2)
Entry from the Open Molecules 2025 dataset: a cluster of 10 separate species, C5H28NO11 in total at a distorted geometry (ωB97M-V with the def2-TZVPD basis set).

The geometry in XYZ format:
```
45
Properties=species:S:1:pos:R:3
O 3.381 -0.652 -2.352
C 2.459 -1.351 -1.986
C 1.389 -0.991 -0.860
C -0.083 -0.805 -1.400
C -1.197 -1.447 -0.520
C -1.185 -1.152 0.916
O -0.307 -0.680 1.570
N 1.786 0.324 -0.201
H 2.456 -2.269 -2.574
H 1.404 -1.891 -0.041
H -0.281 0.266 -1.723
H -0.310 -1.356 -2.412
H -2.303 -1.302 -1.047
H -1.066 -2.553 -0.549
H -1.920 -1.817 1.549
H 2.126 1.083 -1.013
H 2.399 0.073 0.640
H 0.906 0.518 0.323
H -3.787 3.424 -1.666
H -4.156 2.001 -1.482
O -3.398 2.692 -1.532
H 0.082 -5.259 -0.643
H 0.559 -4.502 0.726
O 0.172 -4.392 -0.160
H 2.609 -4.324 1.186
H 2.601 -3.120 2.158
O 3.020 -3.452 1.407
H 0.470 2.780 0.925
H 1.556 3.123 1.806
O 1.417 2.573 0.952
H -1.588 2.528 -1.792
H -0.699 2.556 -2.869
O -0.624 2.514 -1.953
H -2.800 1.118 4.210
H -3.492 -0.231 3.878
O -3.204 0.612 3.434
H -0.033 1.724 3.203
H -1.292 2.585 2.739
O -0.438 2.590 3.226
H 2.938 2.457 -2.263
H 1.736 2.563 -1.342
O 2.739 2.375 -1.331
H -4.810 -0.667 -0.330
H -4.069 0.599 0.192
O -4.012 -0.168 -0.421
```

## Properties
Strongest force on any atom ... 10.8 eV/Å
Energy above the lowest of the compared OMol25 structures with the same formula, charge and spin ... 3.1570 eV
Total charge ... +1
HOMO-LUMO gap ... 10.340 eV

***

(3)
Entry from the Open Molecules 2025 dataset: an isolated molecule of C7H8N4OS at a distorted geometry (ωB97M-V with the def2-TZVPD basis set).

The geometry in XYZ format:
```
21
Properties=species:S:1:pos:R:3
O -4.576 -0.151 1.799
C -4.138 -1.131 0.990
S -4.752 -2.723 0.934
N -3.010 -0.769 0.334
N -2.526 -0.948 -0.854
N -1.254 -0.732 -0.981
N -0.241 -0.796 -0.011
C 0.887 -0.011 -0.144
C 2.018 -0.360 0.612
C 3.239 0.324 0.440
C 3.359 1.327 -0.497
C 2.200 1.674 -1.162
C 0.956 1.104 -1.007
H -3.822 0.442 2.017
H -0.804 -0.508 -1.848
H -0.310 -1.150 0.919
H 2.031 -1.311 1.251
H 4.097 -0.093 1.000
H 4.193 1.982 -0.385
H 2.378 2.588 -1.717
H 0.073 1.242 -1.688
```

## Properties
Strongest force on any atom ... 2.8 eV/Å
Energy above the lowest of the compared OMol25 structures with the same formula, charge and spin ... 4.3282 eV
SMILES ... OC(=S)/N=N/NNc1ccccc1
HOMO-LUMO gap (alpha / beta) ... 7.620 / 7.620 eV

***

(4)
Entry from the Open Molecules 2025 dataset: a structure of composition C50H27Cl6N5Os at a distorted geometry (ωB97M-V with the def2-TZVPD basis set).

The geometry in XYZ format:
```
89
Properties=species:S:1:pos:R:3
Os 0.006 -0.750 -0.917
Cl 6.522 -5.707 3.704
C 5.331 -4.707 2.927
C 5.050 -4.901 1.585
C 4.102 -4.099 0.972
C 3.433 -3.111 1.689
C 3.733 -2.935 3.035
C 4.682 -3.729 3.662
C 2.410 -2.271 1.007
C 1.085 -2.410 1.416
C 0.645 -3.351 2.396
C -0.711 -3.381 2.350
C -1.124 -2.450 1.349
C -2.444 -2.302 0.908
C -3.481 -3.179 1.519
C -3.819 -3.067 2.864
C -4.778 -3.893 3.429
C -5.401 -4.841 2.634
Cl -6.602 -5.885 3.334
C -5.086 -4.969 1.292
C -4.126 -4.135 0.741
C -2.858 -1.405 -0.063
N -2.042 -0.609 -0.814
C -2.851 0.220 -1.547
C -2.410 1.204 -2.412
C -3.428 1.975 -3.179
C -4.314 2.828 -2.527
C -5.267 3.543 -3.236
C -5.329 3.399 -4.612
Cl -6.520 4.291 -5.511
C -4.458 2.558 -5.284
C -3.511 1.851 -4.562
C -1.066 1.541 -2.618
C -0.622 2.617 -3.440
C 0.738 2.618 -3.415
C 1.145 1.544 -2.577
N 0.025 0.914 -2.063
C 2.471 1.181 -2.357
C 2.885 0.156 -1.523
C 4.261 -0.169 -1.224
C 4.242 -1.140 -0.289
C 2.853 -1.428 -0.003
N 2.054 -0.655 -0.797
C 3.523 1.957 -3.077
C 4.273 2.922 -2.413
C 5.244 3.651 -3.082
C 5.462 3.402 -4.427
Cl 6.675 4.313 -5.276
C 4.731 2.443 -5.108
C 3.762 1.724 -4.427
C -4.236 -0.103 -1.275
C -4.242 -1.097 -0.368
N -0.018 -1.826 0.828
H 5.565 -5.674 1.032
H 3.864 -4.249 -0.074
H 3.231 -2.158 3.598
H 4.918 -3.590 4.707
H 1.290 -3.949 3.016
H -1.368 -4.009 2.926
H -3.339 -2.312 3.474
H -5.044 -3.802 4.472
H -5.582 -5.717 0.689
H -3.863 -4.233 -0.305
H -4.249 2.943 -1.453
H -5.952 4.209 -2.729
H -4.526 2.458 -6.358
H -2.831 1.184 -5.077
H -1.268 3.299 -3.965
H 1.406 3.292 -3.923
H 5.119 0.317 -1.656
H 5.081 -1.589 0.213
H 4.091 3.107 -1.362
H 5.825 4.403 -2.570
H 4.922 2.263 -6.156
H 3.185 0.969 -4.946
H -5.087 0.395 -1.707
H -5.094 -1.560 0.099
Cl 0.498 -0.814 -4.682
C 1.176 -2.302 -4.094
C 1.981 -3.026 -4.962
C 2.481 -4.261 -4.592
C 2.143 -4.786 -3.350
C 1.326 -4.066 -2.509
Cl 0.898 -4.739 -0.961
C 0.827 -2.787 -2.831
N -0.035 -2.206 -1.936
H 2.200 -2.607 -5.933
H 3.113 -4.818 -5.268
H 2.501 -5.756 -3.034
```

## Properties
Strongest force on any atom ... 1.7 eV/Å
Energy above the lowest of the compared OMol25 structures with the same formula, charge and spin ... 0.0000 eV
HOMO-LUMO gap (alpha / beta) ... 5.335 / 5.336 eV

***

(5)
Entry from the Open Molecules 2025 dataset: a structure of composition C29H19N5ORhS4 at a distorted geometry (ωB97M-V with the def2-TZVPD basis set).

The geometry in XYZ format:
```
59
Properties=species:S:1:pos:R:3
Rh 0.464 -0.911 -0.254
C 2.029 0.963 3.384
C 3.411 0.849 3.287
C 3.938 0.065 2.290
C 3.100 -0.591 1.373
N 1.759 -0.443 1.461
C 1.255 0.297 2.458
N 3.779 -1.364 0.444
C 3.211 -2.106 -0.441
N 1.890 -2.272 -0.701
C 1.689 -3.320 -1.534
N 0.585 -3.896 -1.867
C -0.657 -3.564 -1.353
C -1.692 -4.426 -1.753
C -2.969 -4.262 -1.276
C -3.218 -3.228 -0.381
C -2.175 -2.397 -0.041
N -0.929 -2.529 -0.523
C 3.020 -3.810 -1.980
C 3.388 -4.804 -2.863
C 4.750 -5.006 -3.067
C 5.699 -4.240 -2.394
C 5.317 -3.251 -1.492
C 3.966 -3.052 -1.305
H 1.555 1.565 4.146
H 4.062 1.367 3.980
H 5.001 -0.073 2.163
H 0.177 0.373 2.475
H -1.428 -5.215 -2.442
H -3.763 -4.927 -1.594
H -4.200 -3.053 0.035
H -2.325 -1.556 0.622
H 2.638 -5.388 -3.379
H 5.080 -5.767 -3.763
H 6.751 -4.419 -2.580
H 6.042 -2.646 -0.963
S 1.602 1.443 -4.058
C 1.128 0.675 -2.675
S -0.032 -0.582 -2.595
S 1.699 1.017 -1.099
C -3.088 7.071 1.228
C -4.566 7.213 1.476
O -5.105 8.280 1.625
S -5.607 5.759 1.526
C -4.504 4.401 1.238
C -3.963 3.701 2.312
C -3.090 2.651 2.092
C -2.732 2.272 0.792
C -3.306 2.969 -0.281
C -4.182 4.015 -0.061
C -1.792 1.230 0.544
C -0.947 0.400 0.261
H -2.579 7.857 1.783
H -2.906 7.231 0.163
H -2.696 6.095 1.494
H -4.222 3.996 3.322
H -2.665 2.113 2.929
H -3.036 2.677 -1.288
H -4.610 4.552 -0.898
```

## Properties
Strongest force on any atom ... 2.8 eV/Å
Energy above the lowest of the compared OMol25 structures with the same formula, charge and spin ... 0.6554 eV
Total charge ... -1
HOMO-LUMO gap ... 6.441 eV

***

(6)
Entry from the Open Molecules 2025 dataset: a structure of composition C4H8Cl4 at a distorted geometry (ωB97M-V with the def2-TZVPD basis set).

The geometry in XYZ format:
```
16
Properties=species:S:1:pos:R:3
Cl 2.372 -1.401 1.550
C 1.614 -1.521 0.004
C 0.787 -2.799 -0.224
Cl 1.807 -4.276 -0.154
H 2.399 -1.496 -0.752
H 0.982 -0.637 -0.084
H 0.170 -2.911 -1.115
H -0.015 -2.808 0.515
Cl -1.236 3.711 1.510
C -1.833 2.446 0.458
C -0.836 2.047 -0.539
Cl 0.271 0.793 0.016
H -2.745 2.830 0.001
H -1.979 1.665 1.204
H -0.287 2.794 -1.111
H -1.471 1.562 -1.280
```

## Properties
Strongest force on any atom ... 3.5 eV/Å
Energy above the lowest of the compared OMol25 structures with the same formula, charge and spin ... 1.8849 eV
HOMO-LUMO gap ... 10.683 eV